{"formula": "C39H26F15GeN2STi", "method": "the ωB97M-V functional and the def2-TZVPD basis", "total_charge": 3, "homo_ev": -16.3, "e_tot_ev": -175048.330, "gap_ev": 5.3, "e_above_lowest_kcal_mol": 1.8, "species": ["Ti", "C", "C", "C", "C", "C", "C", "C", "C", "C", "C", "C", "C", "H", "H", "H", "H", "H", "H", "H", "H", "H", "H", "H", "H", "H", "H", "H", "H", "H", "H", "N", "C", "C", "C", "C", "C", "C", "C", "C", "N", "C", "H", "H", "H", "H", "H", "H", "H", "H", "F", "C", "C", "C", "F", "C", "F", "C", "F", "C", "F", "Ge", "S", "C", "C", "F", "C", "F", "C", "F", "C", "F", "C", "F", "C", "C", "F", "C", "F", "C", "F", "C", "F", "C", "F"], "coordinates": [[-0.916, 0.936, 0.341], [-3.359, -0.290, -1.827], [-3.021, 0.312, -0.491], [-3.160, 1.714, -0.264], [-3.361, 2.658, -1.423], [-3.353, 2.184, 1.050], [-3.704, 3.624, 1.279], [-3.327, 1.279, 2.138], [-3.833, 1.706, 3.484], [-2.857, -0.031, 1.936], [-2.605, -0.942, 3.103], [-2.761, -0.544, 0.610], [-2.649, -2.032, 0.398], [-3.204, 0.379, -2.666], [-4.426, -0.532, -1.797], [-2.831, -1.216, -2.026], [-4.431, 2.826, -1.580], [-2.962, 2.266, -2.354], [-2.910, 3.632, -1.242], [-3.554, 3.933, 2.310], [-4.763, 3.777, 1.041], [-3.143, 4.295, 0.633], [-3.068, 2.200, 4.097], [-4.202, 0.853, 4.047], [-4.653, 2.411, 3.368], [-3.400, -1.689, 3.183], [-2.556, -0.404, 4.045], [-1.670, -1.485, 2.970], [-2.108, -2.285, -0.508], [-3.658, -2.449, 0.304], [-2.159, -2.527, 1.228], [-0.446, 2.026, 2.124], [0.839, 2.651, 1.797], [1.804, 2.964, 2.707], [2.970, 3.635, 2.284], [3.120, 4.006, 0.977], [2.122, 3.690, 0.025], [2.182, 4.060, -1.335], [1.163, 3.714, -2.195], [0.111, 2.943, -1.725], [0.017, 2.557, -0.445], [0.992, 2.978, 0.444], [-1.100, 2.767, 2.346], [-0.349, 1.468, 2.963], [1.679, 2.716, 3.757], [3.734, 3.880, 3.011], [4.002, 4.547, 0.653], [3.038, 4.621, -1.699], [1.181, 4.001, -3.238], [-0.656, 2.599, -2.405], [-0.505, 0.128, -1.579], [-0.067, -0.861, -2.468], [0.687, -1.899, -2.008], [1.085, -2.809, -2.978], [1.870, -3.825, -2.630], [0.720, -2.684, -4.305], [1.108, -3.566, -5.196], [-0.054, -1.602, -4.704], [-0.401, -1.463, -5.961], [-0.454, -0.666, -3.771], [-1.191, 0.392, -4.117], [1.520, -2.040, -0.238], [0.338, -0.754, 1.227], [3.280, -1.283, -0.558], [4.403, -2.094, -0.682], [4.315, -3.403, -0.445], [5.631, -1.586, -1.058], [6.681, -2.374, -1.177], [5.756, -0.231, -1.304], [6.919, 0.271, -1.649], [4.656, 0.603, -1.194], [4.773, 1.907, -1.434], [3.444, 0.063, -0.841], [2.391, 0.903, -0.804], [1.424, -3.766, 0.567], [0.574, -4.770, 0.122], [-0.253, -4.550, -0.911], [0.557, -6.006, 0.725], [-0.247, -6.963, 0.295], [1.392, -6.239, 1.806], [1.376, -7.412, 2.390], [2.230, -5.248, 2.292], [3.000, -5.489, 3.336], [2.230, -4.021, 1.670], [3.014, -3.047, 2.146]], "atomic_forces_ev_per_a": [[-0.07, -1.31, 1.19], [0.10, 0.05, -0.07], [-0.32, -0.10, 0.07], [-0.33, -0.15, -0.36], [0.04, 0.03, 0.03], [0.17, 0.06, -0.13], [0.09, 0.05, 0.02], [0.09, 0.02, 0.03], [0.11, 0.06, 0.00], [0.11, -0.22, -0.11], [-0.04, 0.03, -0.02], [-0.48, -0.26, -0.11], [-0.05, 0.03, 0.07], [0.00, 0.00, 0.02], [0.01, -0.01, -0.01], [0.01, -0.03, 0.00], [0.03, -0.02, 0.01], [-0.01, 0.01, 0.00], [-0.01, -0.03, -0.01], [0.00, 0.02, 0.00], [0.04, 0.00, 0.02], [0.00, -0.02, 0.02], [-0.03, -0.03, -0.05], [0.00, 0.02, 0.02], [0.01, 0.01, 0.02], [0.00, 0.04, 0.00], [0.03, -0.02, -0.02], [0.00, -0.03, 0.00], [0.06, -0.03, -0.06], [0.04, 0.02, -0.01], [0.00, -0.01, 0.01], [0.71, 0.34, -0.20], [-0.11, 0.04, 0.01], [0.04, -0.04, 0.21], [0.07, 0.02, 0.06], [0.12, 0.07, -0.08], [0.06, 0.20, -0.21], [0.11, 0.05, 0.00], [0.11, 0.11, -0.10], [0.03, -0.13, 0.24], [0.37, 0.46, -0.18], [-0.21, -0.08, -0.07], [-0.28, 0.19, 0.06], [0.00, -0.28, 0.16], [0.01, 0.02, -0.08], [-0.04, -0.03, -0.02], [-0.07, -0.02, 0.03], [-0.06, -0.03, 0.03], [0.01, -0.01, 0.08], [-0.07, -0.05, 0.00], [-0.10, 0.53, 0.23], [-0.04, -0.06, -0.08], [0.12, -0.14, 0.27], [0.11, -0.15, 0.09], [-0.04, 0.12, 0.03], [0.05, -0.17, -0.25], [-0.01, 0.03, 0.06], [-0.03, -0.05, -0.31], [-0.01, 0.00, -0.01], [-0.17, 0.22, -0.05], [0.10, -0.07, 0.04], [0.35, 0.00, -0.54], [-0.52, 1.01, -0.21], [-0.17, -0.10, 0.12], [-0.16, -0.14, 0.16], [-0.08, 0.14, -0.04], [0.27, -0.17, 0.00], [-0.10, 0.05, 0.03], [0.31, 0.13, -0.09], [-0.01, 0.00, 0.00], [0.06, 0.05, 0.00], [-0.05, 0.08, -0.02], [0.27, -0.27, -0.03], [-0.47, 0.01, 0.03], [-0.06, 0.17, 0.03], [0.06, 0.09, -0.04], [0.02, 0.10, 0.05], [-0.16, -0.20, -0.10], [0.01, 0.05, -0.01], [0.00, -0.31, 0.15], [0.00, -0.03, 0.02], [0.16, -0.04, 0.18], [-0.01, 0.05, -0.03], [-0.08, 0.00, -0.09], [-0.01, 0.07, -0.08]], "mulliken_charge": [-0.149, -1.614, -0.754, 2.127, -1.801, 0.735, -2.270, 1.334, -2.206, 1.478, -2.386, 1.035, -1.930, 0.480, 0.350, 0.464, 0.406, 0.326, 0.488, 0.551, 0.437, 0.405, 0.413, 0.451, 0.498, 0.428, 0.635, 0.346, 0.297, 0.393, 0.543, -0.007, -0.083, -0.672, -0.962, -0.875, 0.498, -0.458, -1.146, 0.021, 0.642, 0.162, 0.454, 0.527, 0.528, 0.474, 0.524, 0.561, 0.525, 0.386, 0.938, -0.552, 0.108, 0.591, -0.346, 0.018, -0.238, 0.574, -0.260, 0.435, -0.302, -0.537, -0.566, 0.242, 0.264, -0.308, -0.022, -0.243, 0.536, -0.261, -0.333, -0.240, 0.250, 0.469, 0.162, 0.379, -0.389, 0.305, -0.253, 0.584, -0.246, 0.269, -0.248, -0.020, -0.368]}

{"formula": "C2I3NO3", "method": "the ωB97M-V functional and the def2-TZVPD basis", "total_charge": 0, "homo_ev": -9.3, "e_tot_ev": -34002.921, "gap_ev": 8.8, "e_above_lowest_kcal_mol": 71.7, "species": ["C", "C", "N", "O", "O", "O", "I", "I", "I"], "coordinates": [[-0.131, 0.692, -0.364], [1.049, 0.333, -0.918], [-0.870, -0.759, 1.416], [-1.193, -0.840, 2.547], [-0.861, -1.512, 0.507], [-0.355, 0.553, 1.041], [-1.534, 1.749, -1.523], [1.520, 0.546, -2.972], [2.376, -0.761, 0.266]], "atomic_forces_ev_per_a": [[0.91, 0.17, 0.34], [-0.79, -0.24, 0.27], [0.23, 0.70, -0.87], [0.08, 0.08, 0.14], [-0.51, -1.32, -0.07], [0.04, 0.82, -1.27], [-0.09, -0.28, 0.77], [-0.03, -0.10, 0.92], [0.17, 0.19, -0.23]], "mulliken_charge": [0.065, -0.263, 1.044, -0.559, -0.423, -0.308, 0.136, 0.162, 0.146]}

{"formula": "C7H3N", "method": "the ωB97M-V functional and the def2-TZVPD basis", "smiles": "C#CC#C/C=C\\C#N", "total_charge": 0, "homo_ev": -9.4, "e_tot_ev": -8792.450, "gap_ev": 8.7, "e_above_lowest_kcal_mol": 0.0, "species": ["C", "C", "C", "C", "C", "C", "C", "N", "H", "H", "H"], "coordinates": [[-1.938, -1.952, -2.423], [-1.215, -1.263, -1.772], [-0.392, -0.522, -0.932], [0.438, 0.106, -0.338], [1.329, 0.956, 0.282], [1.089, 1.240, 1.544], [0.085, 0.573, 2.295], [-0.670, -0.156, 2.835], [-2.680, -2.299, -3.262], [2.238, 1.284, -0.196], [1.716, 2.032, 1.967]], "atomic_forces_ev_per_a": [[-2.79, -0.97, -3.36], [0.88, 0.72, 1.51], [-0.41, -0.80, -1.00], [-0.46, -0.73, -1.44], [0.45, -0.39, 0.08], [0.97, 1.76, 1.39], [-2.27, -2.31, 1.58], [2.10, 2.36, -1.41], [2.03, 0.56, 2.43], [-0.15, 0.37, -0.30], [-0.35, -0.58, 0.52]], "mulliken_charge": [-0.309, -0.781, 1.562, -0.120, -0.939, -0.210, 0.178, -0.405, 0.335, 0.376, 0.314]}

{"formula": "C26H22BrI2NO3SeSr", "method": "the ωB97M-V functional and the def2-TZVPD basis", "total_charge": 0, "homo_ev": -6.7, "e_tot_ev": -187379.256, "gap_ev": 6.8, "e_above_lowest_kcal_mol": 37.0, "species": ["Sr", "C", "O", "C", "C", "C", "C", "C", "C", "O", "C", "O", "C", "H", "H", "H", "H", "H", "H", "H", "H", "H", "I", "C", "C", "C", "C", "C", "N", "H", "H", "H", "H", "Se", "C", "C", "C", "C", "C", "C", "H", "H", "H", "H", "H", "Br", "C", "C", "C", "C", "C", "C", "I", "H", "H", "H", "H"], "coordinates": [[0.384, -0.775, 0.433], [0.281, 6.109, -1.194], [1.554, 5.845, -0.657], [1.838, 4.570, -0.297], [3.168, 4.349, 0.120], [3.559, 3.100, 0.498], [2.679, 1.992, 0.493], [3.100, 0.706, 0.954], [4.395, 0.601, 1.729], [2.451, -0.342, 0.792], [1.329, 2.204, 0.051], [0.445, 1.287, 0.034], [0.957, 3.519, -0.327], [0.294, 7.160, -1.476], [-0.508, 5.935, -0.456], [0.093, 5.497, -2.083], [3.842, 5.190, 0.126], [4.589, 2.952, 0.777], [4.449, 1.374, 2.490], [5.247, 0.698, 1.058], [4.441, -0.379, 2.204], [-0.065, 3.621, -0.655], [-2.758, -2.739, -1.746], [-3.391, -1.032, -0.666], [-4.736, -0.846, -0.386], [-5.090, 0.312, 0.287], [-4.106, 1.230, 0.622], [-2.793, 0.936, 0.292], [-2.446, -0.183, -0.328], [-5.472, -1.576, -0.684], [-6.124, 0.499, 0.533], [-4.348, 2.154, 1.124], [-1.975, 1.606, 0.517], [-0.896, -2.760, 1.962], [-0.520, -4.315, 0.927], [0.734, -4.517, 0.369], [0.964, -5.629, -0.420], [-0.056, -6.536, -0.661], [-1.306, -6.334, -0.099], [-1.534, -5.239, 0.712], [1.529, -3.800, 0.558], [1.939, -5.786, -0.861], [0.123, -7.400, -1.282], [-2.116, -7.018, -0.307], [-2.501, -5.070, 1.164], [0.934, 1.546, 6.442], [-0.344, 0.188, 6.126], [-0.710, -0.650, 7.167], [-1.651, -1.641, 6.954], [-2.245, -1.777, 5.709], [-1.882, -0.938, 4.669], [-0.913, 0.033, 4.868], [-0.292, 1.253, 3.241], [-0.249, -0.516, 8.134], [-1.923, -2.300, 7.763], [-2.988, -2.541, 5.539], [-2.341, -1.053, 3.695]], "atomic_forces_ev_per_a": [[-2.85, -3.17, -0.83], [-0.35, 0.07, -0.17], [0.39, -0.43, 0.22], [0.12, -0.04, -0.02], [0.13, 0.10, 0.05], [-0.06, 0.13, -0.02], [-0.51, 0.05, -0.23], [0.89, 0.27, 0.42], [-0.17, -0.25, 0.00], [2.27, 0.41, 0.28], [0.67, 0.94, 0.07], [-0.26, 2.26, -0.50], [-0.32, 0.06, -0.21], [-0.07, -0.05, 0.02], [0.04, 0.01, -0.06], [-0.01, 0.04, 0.09], [0.14, 0.02, -0.01], [0.11, -0.01, 0.13], [0.10, 0.07, 0.02], [0.08, 0.07, -0.03], [-0.03, 0.05, -0.07], [-0.10, 0.13, -0.03], [-0.11, 0.31, 0.25], [-0.02, -0.42, -0.30], [0.02, 0.00, 0.02], [0.14, 0.03, -0.04], [0.02, -0.08, -0.03], [-0.27, 0.34, 0.16], [0.60, -0.26, -0.19], [0.00, -0.04, -0.01], [-0.09, 0.01, 0.02], [0.00, 0.06, 0.07], [-0.01, 0.11, 0.05], [-0.60, -0.72, 1.02], [-0.13, 0.65, 0.41], [0.11, 0.01, -0.14], [0.07, -0.13, -0.17], [0.10, -0.14, -0.13], [-0.06, 0.03, 0.05], [-0.01, -0.13, -0.18], [0.00, -0.12, 0.04], [0.08, -0.03, -0.01], [0.03, -0.08, -0.09], [-0.04, -0.17, 0.03], [-0.05, 0.00, -0.02], [0.05, -0.07, 0.23], [0.10, 0.13, -0.18], [0.09, 0.09, 0.00], [-0.05, 0.05, -0.08], [0.00, 0.03, 0.06], [-0.02, 0.11, -0.28], [0.16, 0.33, -0.19], [-0.32, -0.48, 0.34], [0.02, -0.02, 0.07], [-0.04, -0.06, 0.08], [-0.03, -0.07, -0.05], [0.04, -0.03, 0.05]], "mulliken_charge": [1.941, -0.777, -0.456, 0.991, -0.929, -0.646, -0.147, 1.084, -1.561, -0.824, -0.021, -0.882, -0.377, 0.238, 0.310, 0.328, 0.436, 0.403, 0.428, 0.391, 0.348, 0.376, 0.046, 0.000, -0.433, -0.276, -0.854, -0.252, 0.040, 0.383, 0.421, 0.418, 0.520, -0.445, 0.324, -0.423, -0.561, -0.483, -0.460, -0.541, 0.459, 0.372, 0.375, 0.353, 0.381, -0.209, 0.175, -0.408, -0.487, -0.739, -0.384, 0.037, 0.194, 0.387, 0.368, 0.388, 0.659]}